The following is a DFT calculation (ωB97M-V with the def2-TZVPD basis set) of a structure of composition C4H7FO at a distorted geometry.

Summary:
Energy above the lowest of the compared OMol25 structures with the same formula, charge and spin: 2.585 eV
DFT total energy: -9023.6855 eV
Gap between HOMO and LUMO: 10.962 eV
Total charge: 0

Last column: Mulliken charge in e.
Element x y z (Å)
1 C -1.892714 -0.630496 0.244098  -1.3360
2 C -0.585428 -0.206594 -0.423382  0.3306
3 C 0.741795 1.153774 0.282547  -0.4039
4 C 0.666634 -0.369869 0.343435  0.1102
5 H -1.887598 -0.265898 1.168037  0.4155
6 H -2.729403 -0.108502 -0.365588  0.2688
7 H -2.106122 -1.726763 0.362589  0.3367
8 H -0.477842 -0.558845 -1.585739  0.2491
9 H 1.740668 1.698069 -0.252367  0.2627
10 H 0.971785 1.492277 1.442657  0.1939
11 H 0.449795 -0.785660 1.322591  0.2813
12 O -0.525010 1.232340 -0.352964  -0.3903
13 F 1.628564 -1.031587 -0.216517  -0.3186

Forces on the atoms, in the same order (eV/Å):
C -1.21 -1.37 -4.86
C -1.98 -1.14 -3.37
C 4.34 1.67 2.49
C -1.35 1.56 1.18
H -0.10 1.82 3.96
H 1.14 -1.08 1.15
H 0.41 0.88 -0.66
H -0.30 0.66 2.75
H -2.95 -1.73 0.75
H -1.62 0.07 -2.67
H 0.29 0.05 0.42
O 0.63 0.62 0.45
F 2.70 -2.00 -1.58